Record 1
A molecular structure, C43H54FN4OP2SSiV at a distorted geometry, computed with ωB97M-V/def2-TZVPD.

Output
- 2S+1 = 4
- orbital gap (alpha / beta) (hartree) = 0.268 / 0.278
- net charge = +1
- calculated total energy (a.u.) = -4379.3397
- HOMO level (alpha / beta) (eV) = -9.19 / -9.62

Element x y z (Å)
1 V -0.66517 -0.56908 0.06001
2 C 4.55603 5.44152 3.63092
3 S 5.57658 4.21824 2.70826
4 C 4.62454 3.89493 1.19011
5 C 3.64298 2.72011 1.30576
6 C 2.91669 2.44945 -0.01392
7 N 1.81972 1.49639 0.03437
8 P 1.89528 -0.29427 0.25041
9 C 3.03395 -0.91962 -1.07582
10 C 4.36561 -0.48628 -1.19294
11 C 5.10610 -0.83652 -2.34374
12 C 4.46275 -1.38912 -3.41403
13 C 3.20185 -1.88493 -3.29704
14 C 2.43979 -1.68012 -2.13464
15 C 2.79379 -0.54754 1.86320
16 C 2.23602 0.02702 2.96671
17 C 2.63519 -0.29013 4.24781
18 C 3.59611 -1.25425 4.41102
19 C 4.26346 -1.71045 3.32425
20 C 3.86524 -1.40496 2.00488
21 P 0.28118 1.68116 -0.65715
22 C -0.45963 3.37176 -0.39832
23 C -1.34669 3.63329 0.61632
24 C -1.75341 4.96288 0.85761
25 C -1.26706 5.97593 -0.01002
26 C -0.46362 5.68039 -1.05051
27 C -0.00967 4.38850 -1.22269
28 C 0.53213 1.65952 -2.47230
29 C -0.64891 1.88619 -3.19872
30 C -0.60260 1.91367 -4.54961
31 C 0.61383 1.70849 -5.25682
32 C 1.78097 1.53082 -4.53695
33 C 1.78930 1.59500 -3.13359
34 H 5.25770 5.76717 4.44201
35 H 3.68748 5.01139 4.08200
36 H 4.31796 6.27442 3.02099
37 H 5.38545 3.74419 0.37503
38 H 4.11344 4.85744 0.96078
39 H 2.86984 3.02275 2.03625
40 H 4.16446 1.82203 1.74432
41 H 3.66168 2.06883 -0.74532
42 H 2.49349 3.34862 -0.47572
43 H 4.87183 0.12465 -0.38531
44 H 6.16290 -0.63328 -2.38002
45 H 5.00583 -1.62324 -4.33518
46 H 2.69431 -2.38501 -4.10906
47 H 1.40335 -2.04358 -2.02095
48 H 1.41308 0.75456 2.86420
49 H 2.13517 0.12716 5.15871
50 H 3.94985 -1.57494 5.38317
51 H 5.04326 -2.42590 3.52463
52 H 4.24384 -2.09895 1.23384
53 H -1.59568 2.84068 1.29343
54 H -2.45701 5.26655 1.62303
55 H -1.58377 6.98164 0.22834
56 H -0.20248 6.52587 -1.73260
57 H 0.68682 4.22232 -2.07804
58 H -1.52998 1.93409 -2.59667
59 H -1.47811 2.10155 -5.14155
60 H 0.58932 1.59631 -6.29455
61 H 2.75150 1.38421 -5.14752
62 H 2.72892 1.49088 -2.61458
63 C -4.32493 -2.46376 -1.78385
64 Si -3.14395 -1.02479 -1.79677
65 C -1.43232 -1.52821 -2.40365
66 C -3.84720 0.15061 -3.11613
67 N -2.69953 -0.30586 -0.29446
68 C -3.54840 0.18549 0.66068
69 C -4.91251 0.33868 0.59682
70 C -5.68627 0.58835 1.72233
71 C -5.11635 0.73056 2.94376
72 C -3.75796 0.77280 3.05402
73 C -3.04186 0.50515 1.95180
74 F -1.64050 0.38425 2.11168
75 H -4.10069 -3.19062 -2.57428
76 H -5.37812 -2.10592 -2.10358
77 H -4.33696 -2.93390 -0.77366
78 H -0.50378 -0.88761 -2.05652
79 H -1.21318 -1.35618 -3.47837
80 H -1.10569 -2.53860 -2.26353
81 H -3.74340 -0.33998 -4.03600
82 H -3.16146 1.00436 -3.26059
83 H -4.91520 0.38224 -3.05376
84 H -5.41488 0.06041 -0.33498
85 H -6.75040 0.58564 1.64550
86 H -5.73114 0.97678 3.77013
87 H -3.18537 0.83299 3.94767
88 C -3.43268 -2.53337 2.35559
89 N -2.75208 -3.70417 1.77209
90 C -3.35423 -5.03066 2.05268
91 C -2.92899 -5.99877 0.95551
92 C -1.47970 -5.96323 0.61471
93 N -1.06223 -4.59933 0.39894
94 C 0.22375 -4.47415 -0.21778
95 C -1.63709 -3.52965 0.97559
96 O -0.98056 -2.45084 0.89736
97 H -4.10890 -2.90100 3.10865
98 H -3.99776 -2.02556 1.56812
99 H -2.77201 -1.86822 2.89037
100 H -4.44811 -4.84389 1.96722
101 H -3.07821 -5.32107 3.03959
102 H -3.48609 -5.80915 0.05476
103 H -3.18286 -7.02319 1.30814
104 H -1.30732 -6.52100 -0.31881
105 H -0.84112 -6.37998 1.39400
106 H 0.45639 -5.34419 -0.82996
107 H 1.01986 -4.27543 0.50229
108 H 0.24526 -3.67651 -0.98979

Record 2
A molecular structure, C43H55F5N2O6PRbSi2Te at a distorted geometry, computed with ωB97M-V/def2-TZVPD.

Output
- orbital gap (hartree) = 0.181
- net charge = -2
- calculated total energy (a.u.) = -3944.3189
- HOMO level (eV) = -1.31

Element x y z (Å)
1 Rb 1.32188 -0.61500 0.44109
2 O -1.51571 -1.87100 4.36382
3 C -1.04203 -1.12935 3.53554
4 O -2.56032 -0.01129 1.97201
5 C -0.06999 -0.02402 4.02344
6 C -0.09395 1.32657 3.27369
7 C 0.34582 2.45185 4.21356
8 C 1.85405 2.13380 4.36106
9 C 2.02471 0.95630 3.39137
10 O 1.02887 1.24816 2.38608
11 C 1.45928 -0.34262 3.99067
12 C 1.84330 -1.54866 3.10134
13 O 3.04465 -1.69516 2.81814
14 O 0.87627 -2.21295 2.64779
15 H -0.38708 0.12625 5.05772
16 H -0.99366 1.51499 2.69472
17 H 0.19515 3.41396 3.72244
18 H -0.19936 2.44790 5.15861
19 H 2.47784 2.96975 4.04662
20 H 2.13472 1.85509 5.37834
21 H 3.00013 0.86193 2.92240
22 H 1.86338 -0.52356 4.98890
23 C 3.27165 -3.12657 -0.43769
24 C 3.61750 -2.84199 -1.89658
25 C 3.96834 -1.37464 -2.11898
26 C 2.50471 -3.29055 -2.85322
27 C 2.05825 -4.75541 -2.67626
28 O 0.63695 -4.67797 -2.47707
29 C 0.31951 -3.35132 -2.51865
30 N 1.25419 -2.51747 -2.70862
31 C -1.15007 -3.10644 -2.48237
32 C -1.74960 -2.83476 -3.70854
33 C -3.12047 -2.65802 -3.79519
34 C -3.89362 -2.75321 -2.64741
35 C -3.29228 -3.00422 -1.42377
36 C -1.91540 -3.18937 -1.31275
37 P -1.05536 -3.22372 0.33104
38 C -1.15408 -4.98818 0.78211
39 C -0.85770 -5.31691 2.10882
40 C -0.83190 -6.64117 2.51359
41 C -1.09821 -7.66177 1.60627
42 C -1.39123 -7.34321 0.28917
43 C -1.41895 -6.01496 -0.12043
44 C -2.07921 -2.41435 1.52927
45 C -3.31873 -2.94710 1.91784
46 C -4.36545 -2.38579 2.61603
47 C -4.43805 -1.04014 3.09631
48 C -3.63611 0.00620 2.83794
49 C -1.56525 -1.14123 2.08299
50 H 3.93845 -2.61164 0.25451
51 H 3.29518 -4.18765 -0.18676
52 H 2.25554 -2.80366 -0.21853
53 H 4.50218 -3.43719 -2.16334
54 H 3.12547 -0.71466 -1.90929
55 H 4.25548 -1.18622 -3.15728
56 H 4.78555 -1.05981 -1.47037
57 H 2.86076 -3.12036 -3.87544
58 H 2.49538 -5.24283 -1.80600
59 H 2.23839 -5.36992 -3.55986
60 H -1.12627 -2.74105 -4.58979
61 H -3.57737 -2.42935 -4.75056
62 H -4.96603 -2.60276 -2.69548
63 H -3.89445 -3.00857 -0.52347
64 H -0.65295 -4.51766 2.81327
65 H -0.60160 -6.87784 3.54583
66 H -1.07873 -8.69735 1.92667
67 H -1.60647 -8.12832 -0.42745
68 H -1.64959 -5.77773 -1.15194
69 H -3.49361 -3.97634 1.59952
70 H -5.19746 -3.03337 2.86995
71 H -5.24161 -0.81029 3.79230
72 H -3.74613 0.96055 3.34201
73 H -0.76714 -0.78623 1.44566
74 N -2.13265 0.03834 -0.67087
75 C -1.52985 0.13065 -1.66174
76 H -2.54109 0.00087 0.28400
77 F 4.28145 0.68368 0.66511
78 C 4.09083 2.09228 0.62324
79 F 2.95530 2.17485 -0.27422
80 C 5.21141 2.53573 -0.30618
81 F 5.36160 1.84144 -1.47662
82 F 5.03983 3.83046 -0.68035
83 F 6.41441 2.46450 0.30600
84 C 2.51851 2.61426 -3.44199
85 Si 1.87498 4.33714 -3.11343
86 C 0.39900 4.63311 -4.25269
87 C 3.21754 5.59603 -3.53413
88 C 1.37081 4.60780 -1.32600
89 Te 0.12696 3.05236 -0.54637
90 C -1.74220 3.78651 -1.32589
91 Si -2.76187 4.67618 -0.04220
92 C -1.80970 6.13348 0.66991
93 C -4.32473 5.35983 -0.86019
94 C -3.25827 3.48545 1.31668
95 H 2.75375 2.51918 -4.50720
96 H 1.77070 1.85869 -3.19235
97 H 3.41555 2.39287 -2.86437
98 H 0.72931 4.58976 -5.29479
99 H -0.07023 5.60673 -4.09014
100 H -0.35939 3.85883 -4.11672
101 H 3.55029 5.49269 -4.57049
102 H 4.08238 5.44378 -2.88472
103 H 2.86244 6.62050 -3.39429
104 H 0.86549 5.56303 -1.16588
105 H 2.25459 4.58132 -0.68527
106 H -2.27007 2.90440 -1.69660
107 H -1.52123 4.41251 -2.19320
108 H -1.63859 6.90340 -0.08704
109 H -0.84065 5.81927 1.06258
110 H -2.37469 6.58779 1.48868
111 H -4.06732 6.06483 -1.65491
112 H -4.96150 5.88298 -0.14154
113 H -4.91562 4.55562 -1.30447
114 H -2.41106 2.87801 1.64095
115 H -4.03533 2.79493 0.97962
116 H -3.64142 4.01549 2.19274

For the records above, the corresponding energy relative to the best compared isomer or geometry (same formula, charge and spin) values read 0.305; 3.497 eV.